No. 1
The molecule C10H13N5O2 at a distorted geometry, computed with the ωB97M-V functional and the def2-TZVPD basis.

Each line ends with the natural charge from an NBO analysis.
CARTESIAN COORDINATES (ANGSTROEM)
C1 3.142 -2.602 2.285  -0.600
C2 2.906 -1.641 1.127  -0.400
C3 2.366 -2.370 -0.102  -0.398
H1 1.445 -2.899 0.155  0.211
C4 2.078 -1.418 -1.266  -0.219
N1 0.977 -0.554 -0.962  0.014
N2 -0.265 -0.856 -1.210  -0.028
N3 -1.000 0.112 -0.781  -0.304
C5 -0.156 1.020 -0.259  0.426
N4 1.110 0.613 -0.362  -0.309
N5 -0.473 2.205 0.339  -0.616
C6 -1.702 2.747 0.668  0.644
O1 -1.761 3.599 1.527  -0.559
C7 -2.863 2.300 -0.109  0.121
C8 -3.015 1.957 -1.431  -0.206
C9 -4.397 1.785 -1.634  -0.328
C10 -4.985 2.039 -0.429  0.126
O2 -4.073 2.362 0.487  -0.361
H2 -6.010 2.014 -0.115  0.206
H3 -4.885 1.511 -2.547  0.232
H4 -2.241 1.852 -2.162  0.234
H5 0.309 2.641 0.815  0.427
H6 1.804 -1.983 -2.159  0.230
H7 2.947 -0.788 -1.468  0.224
H8 3.095 -3.109 -0.438  0.210
H9 3.843 -1.144 0.867  0.196
H10 2.199 -0.868 1.435  0.209
H11 3.858 -3.371 2.004  0.200
H12 2.213 -3.088 2.574  0.204
H13 3.532 -2.068 3.148  0.213

Forces on the atoms, in the same order (eV/Å):
0.0 0.2 -0.1
-0.1 -0.3 0.1
0.1 0.4 0.0
0.0 -0.1 -0.1
0.5 -0.8 0.0
-0.7 0.7 0.0
0.3 -1.0 -0.5
-0.4 0.4 0.3
0.7 -1.1 -0.4
-0.1 0.8 0.3
0.4 0.5 0.2
-0.1 0.1 0.2
-0.1 -0.1 0.0
0.1 -0.1 -1.0
0.2 0.3 0.8
-0.3 0.1 0.4
-0.1 -0.2 -0.8
0.1 0.2 0.6
-0.1 0.0 0.1
-0.2 -0.1 -0.2
0.2 0.0 -0.1
-0.3 0.0 0.0
0.0 0.2 0.0
-0.1 0.0 -0.1
0.0 -0.1 0.0
0.0 0.1 0.0
0.1 0.0 0.0
0.1 -0.1 0.0
-0.1 -0.1 0.1
0.0 0.0 0.1

- E_LUMO (eV) = 0.73
- energy above the lowest of the compared OMol25 structures with the same formula, charge and spin (kcal per mole) = 53.30
- HOMO energy (eV) = -8.85
- HOMO-LUMO gap (eV) = 9.58
- structure (SMILES) = CCCCn1nnc(NC(=O)c2ccco2)n1

***

No. 2
A cluster of 2 separate species, C10H13N5O5 in total at a distorted geometry, computed with the ωB97M-V functional and the def2-TZVPD basis.

Each line ends with the natural charge from an NBO analysis.
CARTESIAN COORDINATES (ANGSTROEM)
O1 3.815 3.292 -2.547  -0.333
N1 2.571 3.343 -2.616  0.499
O2 1.937 4.425 -2.698  -0.380
C1 1.748 2.131 -2.595  -0.010
C2 0.368 2.304 -2.482  -0.114
C3 -0.499 1.191 -2.374  -0.020
N2 -1.883 1.403 -2.026  0.504
O3 -2.402 2.517 -2.176  -0.335
O4 -2.534 0.408 -1.574  -0.411
C4 -0.019 -0.140 -2.354  -0.044
C5 1.378 -0.342 -2.493  0.017
N3 2.062 -1.479 -2.157  -0.034
O5 3.414 -1.029 -2.101  -0.117
N4 3.548 0.334 -2.376  -0.012
C6 2.278 0.771 -2.589  0.128
H1 -0.070 3.295 -2.490  0.295
H2 -0.689 -0.986 -2.540  0.264
C7 -1.596 -2.092 4.739  -0.601
C8 -0.863 -1.224 3.709  -0.395
C9 -1.133 -1.543 2.239  -0.402
C10 -0.381 -0.646 1.227  -0.209
N5 -0.518 -0.960 -0.146  -0.853
H3 -1.382 -1.739 5.756  0.211
H4 -2.682 -2.055 4.615  0.204
H5 -1.286 -3.141 4.690  0.203
H6 -1.125 -0.174 3.876  0.195
H7 0.215 -1.305 3.895  0.194
H8 -0.858 -2.587 2.069  0.196
H9 -2.197 -1.468 1.994  0.196
H10 -0.708 0.413 1.307  0.181
H11 0.693 -0.680 1.497  0.187
H12 -1.384 -0.685 -0.654  0.411
H13 0.182 -1.550 -0.622  0.385

Forces on the atoms, in the same order (eV/Å):
-2.7 -0.7 -0.2
0.9 2.4 -0.2
1.2 -2.2 0.2
-1.2 -0.5 0.0
1.4 -0.2 -0.3
1.2 -2.0 0.2
-2.7 -0.2 0.3
1.3 -1.7 0.2
1.4 2.1 -1.1
-1.4 1.3 -1.3
1.9 -1.0 1.3
1.1 3.1 -0.9
-2.4 1.0 -0.9
-2.2 -1.0 0.1
1.8 -0.2 1.0
0.2 -0.1 0.1
0.1 0.4 0.5
0.0 0.1 0.0
0.1 0.4 0.0
-0.2 -0.2 -0.3
0.6 0.7 1.2
0.0 -0.9 -1.9
0.0 -0.1 -0.2
0.1 0.0 -0.1
0.0 0.1 -0.1
0.0 0.0 0.1
-0.1 0.1 -0.1
0.1 0.0 -0.2
-0.1 0.0 0.2
0.1 -0.4 0.5
-0.4 0.2 -0.2
1.0 -0.8 0.9
-1.1 0.2 1.0

- E_LUMO (eV) = -2.58
- energy above the lowest of the compared OMol25 structures with the same formula, charge and spin (kcal per mole) = 255.34
- HOMO energy (eV) = -9.04
- HOMO-LUMO gap (eV) = 6.46
- structure (SMILES) = O=[N+]([O-])c1cc([N+](=O)[O-])c2nonc2c1.CCCCN

***

No. 3
The molecule C10H13NO at a distorted geometry, computed with the ωB97M-V functional and the def2-TZVPD basis.

Each line ends with the natural charge from an NBO analysis.
CARTESIAN COORDINATES (ANGSTROEM)
C1 -0.701 -1.321 1.966  -0.096
C2 -0.629 -0.895 0.704  -0.295
C3 0.586 -1.862 0.172  -0.173
C4 -0.163 -0.743 -1.903  -0.274
C5 -0.227 0.505 -1.231  -0.085
C6 0.516 1.635 -1.774  -0.151
C7 0.813 2.811 -0.986  -0.293
C8 0.292 2.767 0.290  -0.163
C9 -0.550 1.631 0.947  -0.249
C10 -0.532 0.521 0.163  0.015
H1 -2.346 -0.268 2.080  0.451
H2 -0.812 -2.446 1.848  0.179
H3 0.061 -0.982 2.415  0.180
H4 -1.373 -1.299 -0.069  0.205
H5 1.699 -1.734 0.748  0.198
H6 0.105 -2.933 0.345  0.184
H7 1.742 -1.355 -1.248  0.362
H8 0.616 -0.465 -2.806  0.214
H9 -0.996 -1.264 -2.378  0.226
H10 1.090 1.391 -2.866  0.215
H11 1.537 3.829 -1.070  0.254
H12 0.602 3.488 1.058  0.206
H13 -0.430 1.359 1.991  0.231
N1 0.751 -1.677 -1.253  -0.638
O1 -1.651 -0.693 2.858  -0.703

Forces on the atoms, in the same order (eV/Å):
-6.2 -3.8 4.0
0.5 0.6 -9.5
-0.2 -0.9 0.9
4.4 -1.1 -4.6
1.4 5.0 0.9
0.9 -1.3 -1.7
0.5 0.9 1.0
-2.0 -1.4 3.1
4.3 1.8 -2.5
-0.1 -1.3 -0.1
2.4 -1.6 3.9
0.1 1.2 1.4
6.8 1.1 3.4
0.0 -0.1 1.6
-3.3 -0.4 -1.3
1.5 1.9 0.0
-1.4 0.1 -1.2
-2.6 -0.8 1.3
-0.3 0.3 0.6
-1.9 1.1 3.1
-2.0 -3.4 -0.8
-0.2 0.1 -0.7
-0.6 1.1 0.3
2.2 -0.5 1.3
-4.2 1.6 -4.3

- E_LUMO (eV) = 0.53
- energy above the lowest of the compared OMol25 structures with the same formula, charge and spin (kcal per mole) = 159.15
- HOMO energy (eV) = -8.67
- HOMO-LUMO gap (eV) = 9.20
- structure (SMILES) = OC[C@@H]1CNCc2ccccc21

***

No. 4
The molecule C10H13NO2S at a distorted geometry, computed with the ωB97M-V functional and the def2-TZVPD basis.

Each line ends with the natural charge from an NBO analysis.
CARTESIAN COORDINATES (ANGSTROEM)
C1 0.511 -1.986 -2.293  -0.179
C2 1.903 -2.008 -2.110  -0.210
C3 -0.317 -1.043 -1.701  -0.207
C4 2.373 -0.885 -1.439  -0.157
C5 0.219 -0.022 -0.858  -0.095
C6 1.553 -0.009 -0.709  -0.298
C7 -0.511 0.981 -0.005  0.074
C8 -1.387 -0.876 1.323  -0.628
C9 -2.408 1.643 1.614  -0.588
C10 -1.751 0.543 0.688  -0.290
N1 0.860 1.470 1.357  -0.910
O1 2.631 2.413 -0.169  -0.924
O2 3.295 0.534 1.198  -0.932
S1 2.246 1.178 0.472  2.279
H1 0.060 -2.679 -2.925  0.214
H2 2.649 -2.707 -2.505  0.236
H3 -1.289 -1.018 -2.007  0.211
H4 3.385 -0.602 -1.346  0.229
H5 -0.687 2.038 -0.538  0.247
H6 -2.251 -1.588 1.417  0.224
H7 -1.086 -0.617 2.326  0.199
H8 -0.534 -1.390 0.804  0.230
H9 -2.302 2.521 1.034  0.216
H10 -1.809 1.762 2.523  0.214
H11 -3.402 1.316 1.837  0.218
H12 -2.499 0.302 -0.051  0.231
H13 0.546 0.726 2.063  0.393

Forces on the atoms, in the same order (eV/Å):
0.6 0.6 0.9
0.1 1.9 0.4
2.8 1.0 0.5
-0.1 0.0 1.0
-1.3 -0.4 0.1
1.7 -0.1 -0.7
1.1 3.6 -0.2
-0.7 0.3 0.3
2.1 -2.3 -0.3
0.3 -1.7 1.3
-3.0 -1.8 -1.5
-0.9 -0.6 0.0
-0.2 -0.6 0.6
-0.3 0.5 -0.5
-0.7 -1.3 -0.9
-0.8 0.1 -0.1
-2.7 -0.1 -0.4
1.4 -0.5 0.0
0.8 -2.3 1.2
0.7 0.8 -0.2
0.3 -0.4 0.6
-1.1 0.5 0.6
-0.6 1.2 -0.3
-0.2 0.0 -0.1
-0.6 0.3 0.2
-0.1 0.2 -0.9
1.4 1.0 -1.3

- E_LUMO (eV) = 0.19
- energy above the lowest of the compared OMol25 structures with the same formula, charge and spin (kcal per mole) = 86.69
- HOMO energy (eV) = -9.83
- HOMO-LUMO gap (eV) = 10.03

***

No. 5
The molecule C10H13NO2S at a distorted geometry, computed with the ωB97M-V functional and the def2-TZVPD basis.

Each line ends with the natural charge from an NBO analysis.
CARTESIAN COORDINATES (ANGSTROEM)
C1 1.852 2.389 -3.310  -0.218
C2 0.737 3.201 -2.964  -0.227
C3 2.003 1.113 -2.816  -0.233
C4 -0.141 2.665 -2.098  -0.198
C5 1.099 0.605 -1.870  -0.202
C6 0.042 1.423 -1.393  -0.074
C7 -2.590 -1.991 2.898  -0.678
C8 1.404 -2.463 1.858  -0.763
C9 -0.817 1.185 -0.273  -0.121
C10 -1.277 -2.315 2.250  -0.483
N1 -0.684 0.429 0.838  0.409
O1 -1.437 0.535 1.841  -0.559
O2 0.283 -0.422 0.847  -0.585
S1 0.027 -1.509 2.632  0.952
H1 2.608 2.847 -4.087  0.208
H2 0.496 4.210 -3.400  0.222
H3 2.886 0.537 -3.256  0.217
H4 -1.077 3.214 -2.008  0.207
H5 1.364 -0.452 -1.661  0.226
H6 -2.695 -0.903 3.287  0.268
H7 -3.522 -2.150 2.261  0.237
H8 -2.918 -2.720 3.686  0.230
H9 1.765 -3.271 2.564  0.233
H10 2.248 -1.794 1.679  0.257
H11 1.024 -2.981 0.937  0.246
H12 -1.645 1.893 -0.219  0.201
H13 -1.037 -3.276 1.776  0.229

Forces on the atoms, in the same order (eV/Å):
1.2 2.4 -2.0
1.2 -0.1 -1.3
0.8 0.2 -1.0
-1.6 -0.7 1.3
0.8 -0.4 -0.3
1.6 -0.6 -1.2
-2.5 0.6 0.3
-0.3 -1.6 0.6
-1.5 0.0 1.6
-0.5 -1.7 1.2
-0.4 2.2 -2.8
-0.1 0.0 0.1
1.2 -0.7 0.2
1.4 0.3 -0.7
-1.4 -1.2 1.7
0.6 -1.3 0.3
-1.5 0.5 1.0
0.1 -0.1 0.7
-1.0 0.9 0.8
0.6 -2.0 -0.6
1.5 0.5 -0.1
1.0 0.6 -0.1
-0.6 1.0 -0.5
-0.4 0.1 -0.2
0.4 0.9 0.8
0.1 -0.4 0.4
-0.8 0.5 -0.3

- E_LUMO (eV) = -0.09
- energy above the lowest of the compared OMol25 structures with the same formula, charge and spin (kcal per mole) = 167.76
- HOMO energy (eV) = -7.09
- HOMO-LUMO gap (eV) = 7.00

***

No. 6
The molecule C10H13NO3 at a distorted geometry, computed with the ωB97M-V functional and the def2-TZVPD basis.

Each line ends with the natural charge from an NBO analysis.
CARTESIAN COORDINATES (ANGSTROEM)
C1 -2.538 -1.936 0.079  0.582
C2 1.378 -1.073 2.264  0.709
C3 -3.282 -2.406 -0.965  -0.559
C4 -2.251 -1.775 2.324  0.036
C5 0.976 -0.892 0.806  -0.348
C6 -0.565 -0.729 0.863  0.087
C7 -0.946 -1.369 2.208  0.090
C8 0.909 2.326 -1.285  -0.610
C9 1.562 0.510 0.469  -0.376
C10 1.390 0.832 -1.134  -0.400
N1 0.210 -1.356 2.994  -0.618
O1 2.479 -1.054 2.696  -0.553
O2 -3.162 -1.753 1.248  -0.474
O3 -1.289 -1.370 -0.183  -0.508
H1 -4.248 -2.619 -0.625  0.210
H2 -2.895 -2.615 -1.931  0.219
H3 -2.691 -2.112 3.249  0.198
H4 1.153 -1.598 0.090  0.252
H5 -0.793 0.305 0.837  0.190
H6 1.384 2.844 -0.445  0.201
H7 -0.088 2.481 -0.991  0.207
H8 1.115 2.705 -2.302  0.216
H9 1.248 1.395 1.120  0.203
H10 2.565 0.447 0.681  0.213
H11 2.344 0.483 -1.434  0.211
H12 0.638 0.254 -1.583  0.199
H13 0.133 -1.711 3.945  0.421

Forces on the atoms, in the same order (eV/Å):
-0.4 0.6 -4.0
-1.7 -2.0 -0.5
2.1 0.6 2.4
2.1 0.4 0.9
-2.1 4.7 2.1
-0.1 -2.2 1.0
-2.0 0.5 -1.7
2.7 -1.1 0.1
-2.2 0.4 -2.2
-0.9 1.6 3.6
-1.2 -0.2 0.4
1.3 0.3 0.8
1.7 0.6 1.8
-0.4 -0.8 0.4
-1.4 -0.7 -0.2
0.1 0.1 -0.5
-0.2 -0.2 -0.1
1.3 -2.1 -1.5
-0.5 1.1 0.1
0.7 0.6 -0.8
-1.8 -0.5 -0.2
-0.1 0.2 0.7
-0.4 -1.5 -0.7
2.6 -0.1 0.2
0.9 0.6 -1.3
-0.9 -1.3 -0.4
0.7 0.3 -0.3

- E_LUMO (eV) = 0.73
- energy above the lowest of the compared OMol25 structures with the same formula, charge and spin (kcal per mole) = 82.39
- HOMO energy (eV) = -8.17
- HOMO-LUMO gap (eV) = 8.90
- structure (SMILES) = C=C1OC=C2NC(=O)[C@H](CCC)[C@H]2O1

***

No. 7
A cluster of 2 separate species, C10H13NO3S in total at a distorted geometry, computed with the ωB97M-V functional and the def2-TZVPD basis.

Each line ends with the Löwdin spin population.
CARTESIAN COORDINATES (ANGSTROEM)
C1 3.379 1.854 1.434  -0.014
C2 2.272 2.570 1.133  0.038
C3 3.571 0.502 1.162  0.038
C4 1.223 1.902 0.424  0.085
C5 2.567 -0.153 0.371  0.082
C6 1.363 0.560 0.179  0.700
C7 -2.239 0.225 -2.594  0.018
C8 -2.928 0.374 -1.278  0.022
C9 -0.953 -0.518 -0.849  0.559
C10 -0.694 -1.784 1.764  0.006
N1 -1.103 -0.601 -2.216  0.177
O1 0.153 -2.958 -0.252  0.003
O2 -2.311 -2.626 -0.214  0.065
O3 -1.922 0.303 -0.334  0.108
S1 -0.961 -2.088 0.010  0.059
H1 4.088 2.422 2.089  0.000
H2 1.909 3.528 1.519  0.006
H3 4.394 -0.106 1.572  0.006
H4 0.234 2.398 0.345  0.012
H5 2.772 -1.159 0.286  0.007
H6 -2.980 -0.291 -3.285  0.002
H7 -1.880 1.204 -2.854  0.002
H8 -3.309 1.367 -1.167  0.000
H9 -3.679 -0.431 -1.077  0.004
H10 -1.509 -1.081 2.296  0.000
H11 -0.553 -2.719 2.315  0.000
H12 0.255 -1.141 1.795  0.005
H13 -1.160 -1.550 -2.575  0.011

Forces on the atoms, in the same order (eV/Å):
2.4 1.0 2.4
-3.3 -0.6 -1.4
-1.4 -0.3 -1.3
-0.6 0.0 1.0
-0.1 3.0 2.3
2.6 0.0 -0.4
-1.3 -0.8 -0.2
-2.1 0.0 0.0
-0.5 -0.4 0.4
-0.6 3.8 1.1
0.4 -1.1 -0.8
0.4 0.3 -1.2
1.1 0.6 0.1
1.9 -0.3 1.4
-1.5 -1.8 1.8
-0.3 -0.9 -0.6
1.2 0.0 -0.1
-0.3 0.7 -0.4
0.8 -0.3 -0.2
-0.4 -2.2 -0.9
1.5 0.9 0.3
0.0 0.3 -1.0
-1.0 0.4 0.0
0.4 0.7 -0.2
1.5 -1.8 -1.4
-0.2 0.1 -0.5
-1.1 -1.1 0.0
0.3 0.1 0.0

- E_LUMO (spin up / spin down) (eV) = 0.75 / -1.19
- energy above the lowest of the compared OMol25 structures with the same formula, charge and spin (kcal per mole) = 6.47
- HOMO energy (spin up / spin down) (eV) = -7.14 / -9.44
- HOMO-LUMO gap (spin up / spin down) (eV) = 7.89 / 8.25
- multiplicity = 3
- expectation value of S² = 2.013

***

No. 8
The molecule C10H13NOS at a distorted geometry, computed with the ωB97M-V functional and the def2-TZVPD basis.

Each line ends with the Löwdin spin population.
CARTESIAN COORDINATES (ANGSTROEM)
C1 -2.629 1.022 2.888  0.288
C2 -1.261 0.901 3.288  0.188
C3 -3.086 0.574 1.633  0.041
C4 -0.461 0.221 2.328  0.052
C5 -2.239 -0.025 0.760  0.251
C6 -0.933 -0.157 1.169  0.178
C7 1.176 -0.833 -2.303  0.011
C8 -0.085 -1.721 -2.325  0.070
C9 1.247 -0.175 -0.922  0.021
C10 2.535 0.045 -0.208  0.003
N1 -0.854 -1.735 -1.058  0.599
O1 0.798 -2.205 0.963  0.073
S1 0.087 -1.262 0.138  0.130
H1 -3.356 1.472 3.598  0.017
H2 -0.989 0.832 4.311  0.011
H3 -4.107 0.763 1.427  -0.005
H4 0.502 -0.027 2.578  0.001
H5 -2.583 -0.631 -0.139  0.014
H6 2.050 -1.533 -2.338  0.000
H7 1.175 -0.215 -3.238  0.004
H8 -0.791 -1.369 -3.135  0.019
H9 0.243 -2.678 -2.665  0.029
H10 0.670 0.710 -0.874  0.003
H11 3.350 -0.030 -0.975  0.000
H12 2.711 -0.761 0.579  0.001
H13 2.641 0.970 0.257  0.000

Forces on the atoms, in the same order (eV/Å):
-1.7 0.9 0.5
0.7 -2.4 -2.7
0.3 1.1 1.7
-0.3 2.9 5.2
-3.1 -1.1 -3.0
2.0 -3.9 -5.3
1.1 -0.9 0.4
-1.5 1.6 -0.6
-1.1 -0.9 0.2
1.9 -2.8 -0.7
0.0 -1.1 -2.2
0.7 -0.8 -0.5
-0.2 4.2 2.7
0.5 -0.3 -0.7
0.5 0.6 0.7
-0.9 -0.2 -0.4
2.3 -0.6 0.8
0.2 1.2 1.3
-0.5 0.7 -0.3
0.2 -0.1 1.2
0.4 -0.4 1.0
-0.3 -1.2 0.2
-0.7 1.0 -0.3
-0.4 0.0 0.9
-0.1 0.9 -1.1
-0.1 1.7 0.8

- E_LUMO (spin up / spin down) (eV) = 0.47 / -3.61
- energy above the lowest of the compared OMol25 structures with the same formula, charge and spin (kcal per mole) = 80.96
- HOMO energy (spin up / spin down) (eV) = -3.99 / -8.10
- HOMO-LUMO gap (spin up / spin down) (eV) = 4.47 / 4.48
- multiplicity = 3
- expectation value of S² = 2.024

***

> Which of these has the highest energy above the lowest of the compared OMol25 structures with the same formula, charge and spin?

C10H13N5O5